No. 1
58
Properties=species:S:1:pos:R:3 method="wB97M-V/def2-TZVPD" lumo_energy_ha="-0.3325 / -0.4130" total_charge=+3 spin_multiplicity=5 homo_energy_ev="-17.46 / -17.88" de_lowest_ev=0.055
Ir 1.000 -2.363 0.867
I 0.664 -3.134 3.515
C -0.190 -4.939 2.770
I -0.426 -4.694 0.663
H -1.158 -5.106 3.229
H 0.498 -5.757 2.953
C 6.351 -2.461 0.434
N 5.230 -2.273 -0.514
C 5.528 -2.337 -1.961
C 4.024 -2.214 -0.091
N 2.936 -2.116 0.326
H 7.144 -1.766 0.167
H 6.718 -3.483 0.364
H 6.018 -2.255 1.447
H 6.342 -1.648 -2.171
H 4.652 -2.046 -2.533
H 5.826 -3.349 -2.228
O -0.397 -0.759 0.506
P -1.165 0.415 -0.046
N -0.466 1.075 -1.322
C -0.939 2.304 -2.021
C 0.315 2.796 -2.736
C 1.044 1.498 -3.082
C 0.873 0.651 -1.824
N -1.017 1.607 1.272
C 0.046 2.605 1.265
C -0.330 3.577 2.378
C -1.047 2.679 3.389
C -1.790 1.678 2.503
N -2.746 0.252 -0.274
C -3.306 -0.025 -1.644
C -4.776 -0.297 -1.361
C -4.745 -1.007 -0.011
C -3.707 -0.208 0.772
H -1.350 3.024 -1.311
H -1.721 2.054 -2.738
H 0.923 3.416 -2.073
H 0.067 3.392 -3.611
H 2.092 1.650 -3.330
H 0.563 1.010 -3.931
H 1.644 0.884 -1.085
H 0.886 -0.420 -2.025
H 0.174 3.026 0.268
H 0.975 2.063 1.505
H -0.998 4.348 1.992
H 0.546 4.071 2.790
H -1.737 3.230 4.023
H -0.338 2.163 4.036
H -2.794 2.036 2.233
H -1.917 0.676 2.918
H -2.816 -0.904 -2.068
H -3.148 0.826 -2.300
H -5.229 -0.892 -2.150
H -5.326 0.641 -1.288
H -4.421 -2.043 -0.128
H -5.707 -1.010 0.496
H -3.201 -0.805 1.532
H -4.169 0.661 1.243

No. 2
57
Properties=species:S:1:pos:R:3 method="wB97M-V/def2-TZVPD" lumo_energy_ha=0.0254 smiles="CCN(CC)S(=O)(=O)N1CCC(C(=O)NCCN2CCOCC2)CC1" total_charge=0 spin_multiplicity=1 homo_energy_ev=-8.79 de_lowest_ev=0.000
C -6.028 -1.507 -0.469
H -7.036 -1.100 -0.460
H -6.091 -2.579 -0.306
H -5.576 -1.312 -1.438
C -5.199 -0.828 0.619
N -3.776 -1.093 0.584
S -2.928 -0.185 -0.508
O -3.537 -0.158 -1.803
O -1.554 -0.605 -0.446
N -3.179 1.327 0.170
C -2.535 1.520 1.453
C -1.018 1.666 1.335
H -0.609 0.693 1.066
H -0.603 1.958 2.302
C -0.630 2.711 0.278
C 0.873 2.624 0.004
O 1.636 3.537 0.245
N 1.264 1.453 -0.538
H 0.591 0.710 -0.662
C 2.648 1.139 -0.794
H 3.202 2.070 -0.663
C 3.153 0.053 0.164
N 4.456 -0.443 -0.238
C 5.530 0.495 0.052
C 6.842 -0.063 -0.498
H 6.763 -0.150 -1.592
O 7.144 -1.321 0.059
C 6.100 -2.230 -0.194
C 4.771 -1.725 0.370
H 4.853 -1.645 1.468
H 3.981 -2.439 0.126
H 5.992 -2.381 -1.279
H 6.388 -3.170 0.279
H 7.677 0.593 -0.244
H 5.632 0.661 1.139
H 5.317 1.448 -0.430
H 2.452 -0.786 0.125
H 3.157 0.447 1.195
H 2.768 0.787 -1.822
C -1.417 2.540 -1.029
C -2.912 2.418 -0.749
H -3.308 3.335 -0.302
H -3.458 2.199 -1.667
H -1.107 1.632 -1.549
H -1.225 3.393 -1.682
H -0.828 3.711 0.677
H -2.975 2.415 1.904
H -2.787 0.654 2.067
C -3.267 -2.420 0.872
C -3.171 -3.345 -0.339
H -2.572 -2.864 -1.107
H -2.693 -4.277 -0.048
H -4.150 -3.569 -0.751
H -3.904 -2.856 1.646
H -2.263 -2.278 1.282
H -5.284 0.255 0.516
H -5.566 -1.115 1.611

No. 3
70
Properties=species:S:1:pos:R:3 method="wB97M-V/def2-TZVPD" lumo_energy_ha=0.0791 total_charge=-1 spin_multiplicity=1 homo_energy_ev=-5.19
C 5.610 -2.381 -0.096
C 5.917 -0.797 -0.180
O 6.482 -0.190 0.762
O 5.544 -0.163 -1.418
C 4.414 0.727 -1.181
C 2.992 0.053 -1.555
N 2.066 0.298 -0.427
C 0.801 -0.523 -0.528
C 0.008 -0.342 -1.903
P -1.423 -1.513 -2.243
O -2.102 -0.993 -3.548
O -2.647 -1.549 -1.073
O -0.833 -3.078 -2.664
C 1.101 -2.026 -0.075
O 2.299 -2.441 0.172
O 0.106 -2.989 0.147
P -0.289 0.244 0.875
O 0.728 0.605 1.999
O -1.000 1.731 0.416
O -1.373 -0.850 1.568
H 4.700 -2.601 -0.775
H 6.474 -3.012 -0.511
H 5.371 -2.639 0.994
H 4.373 1.008 -0.067
H 4.504 1.706 -1.792
H 2.627 0.522 -2.552
H 3.211 -1.054 -1.770
H 1.843 1.301 -0.340
H -0.444 0.726 -1.902
H 0.666 -0.371 -2.854
H -3.348 -0.927 -1.374
H 0.144 -3.082 -2.510
H -0.351 2.467 0.469
H -0.945 -1.207 2.378
C -3.696 0.918 1.170
O -4.807 1.253 0.333
C -5.703 2.073 0.903
O -5.642 2.528 2.021
O -6.684 2.301 0.011
C -7.715 3.164 0.485
H -3.044 0.255 0.608
H -3.132 1.812 1.437
H -4.033 0.391 2.066
H -7.312 4.150 0.725
H -8.214 2.728 1.354
H -8.449 3.276 -0.314
C -3.637 3.825 3.690
O -2.751 3.468 4.752
C -3.285 3.585 5.977
O -4.407 3.952 6.232
O -2.351 3.220 6.874
C -2.783 3.295 8.230
H -3.102 3.693 2.749
H -4.511 3.175 3.682
H -3.936 4.873 3.773
H -3.626 2.621 8.404
H -3.048 4.321 8.494
H -1.953 2.979 8.863
C 2.237 -4.837 -4.439
O 3.226 -4.475 -5.403
C 4.216 -3.710 -4.913
O 4.319 -3.328 -3.773
O 5.072 -3.443 -5.915
C 6.181 -2.632 -5.534
H 1.489 -5.451 -4.941
H 2.682 -5.424 -3.632
H 1.743 -3.947 -4.043
H 6.781 -3.132 -4.770
H 5.842 -1.656 -5.180
H 6.804 -2.481 -6.417

No. 4
53
Properties=species:S:1:pos:R:3 method="wB97M-V/def2-TZVPD" lumo_energy_ha="-0.2552 / -0.3808" total_charge=+2 spin_multiplicity=5 homo_energy_ev="-15.56 / -15.52" de_lowest_ev=0.000
C 2.017 4.084 -0.701
C 0.708 3.931 -0.261
C 0.152 2.663 -0.009
C 0.949 1.493 -0.173
C 2.273 1.680 -0.660
C 2.810 2.956 -0.874
C -1.254 2.627 0.518
C -2.322 1.798 -0.212
N -1.823 0.811 -1.167
Os 0.285 -0.479 0.044
C 3.084 0.470 -0.999
P 1.871 -0.914 -1.364
H 0.077 4.815 -0.094
H 3.851 3.030 -1.208
H 2.421 5.084 -0.909
H 3.723 0.142 -0.167
H 3.723 0.618 -1.882
H -1.240 2.275 1.562
H -1.639 3.661 0.535
H -2.904 1.241 0.537
C 2.840 -2.411 -1.104
C 1.668 -0.782 -3.168
H -3.024 2.462 -0.760
C -1.410 1.365 -2.452
C -2.713 -0.347 -1.326
H 1.052 -1.838 0.796
H -2.286 1.791 -2.977
H -0.668 2.156 -2.299
H -0.975 0.566 -3.064
H -3.543 -0.107 -2.014
H -2.129 -1.190 -1.717
H -3.121 -0.616 -0.347
H 2.599 -1.064 -3.672
H 0.873 -1.471 -3.476
H 1.395 0.234 -3.470
H 3.741 -2.386 -1.723
H 3.108 -2.478 -0.043
H 2.218 -3.264 -1.380
H 0.459 -2.187 0.295
C 0.158 -1.548 3.922
Si -1.138 -1.742 2.573
C -0.935 -3.447 1.778
C -2.845 -1.797 3.384
O -1.050 -0.490 1.533
H -0.058 -2.222 4.764
H 0.166 -0.515 4.297
H 1.165 -1.778 3.549
H -1.126 -4.201 2.556
H -1.655 -3.605 0.962
H 0.076 -3.633 1.391
H -3.104 -0.832 3.839
H -3.633 -2.050 2.662
H -2.865 -2.559 4.178

No. 5
59
Properties=species:S:1:pos:R:3 method="wB97M-V/def2-TZVPD" lumo_energy_ha="-0.0018 / -0.0206" total_charge=0 spin_multiplicity=3 homo_energy_ev="-9.56 / -9.54"
Ni -0.058 2.421 0.812
O -0.769 6.271 1.725
C -0.833 4.969 1.554
O -0.467 4.417 0.532
C -1.469 4.238 2.708
O -1.310 2.846 2.561
C -0.412 2.258 3.541
C 1.032 2.706 3.304
O 1.780 2.814 4.250
O 1.312 2.937 2.059
H -0.362 6.671 0.938
H -2.536 4.479 2.680
H -1.061 4.613 3.649
H -0.490 1.183 3.385
H -0.733 2.520 4.547
C -0.607 -3.828 1.273
C -1.437 -3.162 0.184
C -2.913 -3.475 0.372
C -0.968 -3.605 -1.199
O -1.326 -1.741 0.307
Si -0.122 -0.711 -0.087
O -0.393 0.648 0.719
O 1.295 -1.440 0.270
C 2.643 -1.054 -0.021
C 2.782 0.466 -0.057
C 3.027 -1.660 -1.365
C 3.498 -1.630 1.097
O -0.068 -0.489 -1.722
C -0.833 0.342 -2.582
C -0.763 -0.299 -3.963
C -2.283 0.417 -2.114
C -0.203 1.729 -2.632
H -0.668 -4.915 1.183
H -0.980 -3.538 2.257
H 0.436 -3.523 1.197
H -3.096 -4.547 0.282
H -3.506 -2.953 -0.382
H -3.242 -3.142 1.357
H -1.087 -4.683 -1.316
H 0.084 -3.353 -1.347
H -1.550 -3.101 -1.973
H 2.204 0.882 -0.889
H 3.827 0.744 -0.199
H 2.435 0.906 0.879
H 2.336 -1.319 -2.137
H 2.978 -2.749 -1.312
H 4.043 -1.370 -1.642
H 3.239 -1.166 2.049
H 4.557 -1.458 0.900
H 3.326 -2.705 1.177
H -1.169 -1.311 -3.922
H 0.274 -0.359 -4.296
H -1.334 0.278 -4.693
H -2.693 -0.589 -2.019
H -2.887 0.976 -2.831
H -2.358 0.898 -1.136
H 0.803 1.678 -3.051
H -0.122 2.156 -1.625
H -0.804 2.411 -3.237

No. 6
49
Properties=species:S:1:pos:R:3 method="wB97M-V/def2-TZVPD" lumo_energy_ha=0.0338 smiles="CCCCCCCCCCCCCCCC=O" total_charge=0 spin_multiplicity=1 homo_energy_ev=-9.74 de_lowest_ev=0.051
C 4.370 -5.816 2.848
C 3.495 -4.637 3.257
C 3.453 -3.559 2.177
C 2.582 -2.371 2.580
C 2.555 -1.289 1.503
C 1.685 -0.102 1.909
C 1.773 1.076 0.937
C 1.260 0.788 -0.475
C -0.241 0.513 -0.532
C -0.717 0.318 -1.970
C -2.201 -0.035 -2.080
C -3.163 1.051 -1.593
C -3.065 2.347 -2.394
C -4.149 3.343 -1.989
C -4.050 4.641 -2.793
C -5.063 5.653 -2.349
O -5.758 6.309 -3.070
H -5.124 5.759 -1.246
H -3.063 5.087 -2.633
H -4.169 4.450 -3.861
H -4.057 3.568 -0.924
H -5.132 2.896 -2.150
H -2.087 2.806 -2.236
H -3.161 2.121 -3.458
H -2.982 1.260 -0.538
H -4.182 0.664 -1.677
H -2.388 -0.945 -1.505
H -2.428 -0.256 -3.126
H -0.141 -0.494 -2.420
H -0.508 1.219 -2.549
H -0.477 -0.384 0.042
H -0.769 1.352 -0.076
H 1.802 -0.058 -0.899
H 1.479 1.658 -1.101
H 1.205 1.913 1.351
H 2.818 1.390 0.868
H 2.007 0.246 2.893
H 0.647 -0.428 2.005
H 3.574 -0.941 1.318
H 2.179 -1.725 0.575
H 1.563 -2.718 2.770
H 2.962 -1.945 3.511
H 3.067 -3.992 1.251
H 4.469 -3.209 1.979
H 2.480 -4.989 3.455
H 3.880 -4.204 4.183
H 5.391 -5.487 2.666
H 4.386 -6.571 3.630
H 3.991 -6.273 1.936

Ordered strongest force on any atom results: 0.20; 1.09; 7.19; 6.72; 0.55; 0.52; unit eV/A.
Ordered calculated total energy results: -2017.94209; -1547.03221; -2796.02601; -1479.67924; -3104.07174; -704.08411; unit Eh.